Entry 1:
ORCA calculation (wB97M-V/def2-TZVPD) on a cluster of 3 separate species, C38H81N3O6P in total in a non-equilibrium geometry.

Geometry as XYZ:
```
129
Properties=species:S:1:pos:R:3:forces:R:3:lowdin_charge:R:1
C -5.1533 5.4357 1.0535 1.950 -3.283 0.977 0.018
C -4.3202 4.3649 1.6731 -1.503 2.790 -1.251 -0.111
C -3.9873 2.9566 0.9086 -2.172 -0.567 0.030 -0.208
C -4.8996 1.7294 1.5602 -0.265 -0.398 0.246 -0.153
C -4.0972 0.2614 1.5045 0.446 1.813 0.980 -0.362
P -5.4552 -1.0609 1.6800 -2.244 0.524 -3.083 0.741
N -6.5310 -0.9655 0.4482 1.982 0.579 0.984 -0.334
C -3.2904 0.2784 0.0734 -2.675 -1.747 -0.592 -0.218
C -2.9385 -1.1930 -0.5551 0.383 -1.273 0.036 -0.146
C -2.3162 -1.2174 -2.0610 0.248 -0.670 -0.884 -0.206
C -2.8506 -0.1083 -3.1173 0.464 -0.349 -1.857 -0.202
C -1.6388 0.3106 -4.1923 -0.178 0.188 1.641 -0.204
C -0.9004 -0.9783 -4.8812 1.442 1.454 -0.388 -0.180
C 0.7262 -0.8104 -4.5292 0.031 -0.427 0.780 -0.210
C 1.4695 0.3457 -5.4223 0.420 -0.584 0.209 -0.157
C 1.9913 1.6510 -4.5780 1.240 0.691 -1.264 -0.214
O 0.9261 2.6481 -4.2797 1.673 -0.367 1.309 -0.281
C 1.4151 3.6889 -3.3547 -0.622 0.685 0.352 -0.134
N -2.1036 1.2628 0.0663 -0.467 -0.461 -1.108 -0.009
C -0.7790 0.6432 0.4353 3.295 -1.225 1.023 -0.113
C -0.7259 -0.2189 1.8201 1.393 -1.020 0.281 -0.204
C 0.5906 -1.2418 1.6561 -0.693 0.052 0.917 -0.095
C -2.4002 2.5982 0.7282 -0.110 3.973 -0.385 -0.244
C -1.8279 3.7613 -0.3418 -0.452 0.890 -0.460 -0.076
O -1.4669 4.9992 0.3584 1.010 -2.279 -1.114 -0.164
C -0.0373 5.2691 0.4021 2.174 1.582 0.231 -0.153
C 0.5980 5.4185 1.9290 -1.008 1.096 0.619 -0.150
O 2.0613 5.2766 1.9831 -1.446 -1.852 -0.665 -0.189
C 2.4977 3.8810 1.8251 1.254 -0.957 -0.659 -0.171
C 2.7966 3.0796 3.2230 -0.582 -0.478 -0.500 -0.138
O 2.9798 1.6377 2.8518 1.552 1.228 0.381 -0.260
C 4.2949 1.1521 3.3007 0.993 -1.360 0.610 -0.258
C 4.7354 -0.3044 2.6389 -0.019 -0.343 -0.038 -0.117
O -1.5702 2.8700 1.9381 -1.370 -1.047 -3.581 -0.071
N -2.1396 2.4288 3.0601 3.511 1.862 4.257 0.020
O -1.3656 2.8057 3.9602 -3.400 -1.892 -2.292 0.039
H -4.9962 6.5705 1.2922 -0.809 -2.554 0.197 0.084
H -5.9891 5.1229 0.2721 2.397 0.868 1.208 0.087
H -3.9268 4.5437 2.7841 -0.282 -0.321 -2.896 0.127
H -4.4198 3.0801 -0.1988 1.200 -0.196 2.368 0.153
H -5.8713 1.6216 0.9068 1.913 0.278 1.261 0.113
H -5.2751 1.9802 2.6644 1.114 -0.550 -2.403 0.141
H -3.4265 0.2100 2.4582 -0.841 0.098 -1.926 0.093
H -6.2331 -0.8439 2.8989 1.373 -0.231 -0.361 0.027
H -4.9132 -2.4086 1.7255 0.070 1.044 0.564 0.004
H -6.2617 -0.2203 -0.2309 -0.361 -0.872 0.660 -0.049
H -4.0827 0.7285 -0.7022 1.844 -0.820 1.743 0.161
H -3.9339 -1.8514 -0.6169 1.875 1.938 0.340 0.128
H -2.2059 -1.8490 0.1218 -1.578 1.679 -1.265 0.129
H -2.6119 -2.2824 -2.5173 0.711 2.352 1.130 0.136
H -1.1272 -1.2092 -2.1128 -2.445 0.104 0.489 0.104
H -3.6862 -0.6059 -3.7861 1.328 1.247 1.635 0.130
H -3.2298 0.9045 -2.6844 0.422 -1.828 -0.515 0.091
H -2.0572 1.1086 -4.9388 0.800 -1.718 1.267 0.123
H -0.8359 0.8802 -3.5172 -1.561 -1.088 -1.586 0.094
H -0.9652 -0.8227 -6.0577 -0.099 -0.807 2.504 0.120
H -1.2877 -2.0252 -4.5303 0.592 2.140 -0.773 0.110
H 1.2865 -1.8592 -4.6097 -1.236 2.307 -0.106 0.098
H 0.8638 -0.4872 -3.3888 -0.472 -0.761 -2.259 0.101
H 0.7734 0.6355 -6.3198 1.426 -0.243 1.762 0.124
H 2.4462 -0.1644 -5.8788 -2.054 1.320 0.940 0.116
H 2.7563 2.2229 -5.2928 -1.447 -1.248 1.442 0.137
H 2.6316 1.3792 -3.6117 -1.653 0.291 -1.816 0.134
H 2.1991 4.4101 -3.8667 -1.376 -1.651 1.083 0.113
H 1.8191 3.2186 -2.3526 -0.432 0.806 -2.001 0.089
H 0.4909 4.3710 -3.0321 1.853 -1.567 -0.954 0.098
H -2.0166 1.4833 -0.9739 -0.046 -0.196 1.401 0.166
H -0.3732 -0.0894 -0.4169 -1.554 1.767 1.633 0.136
H 0.0847 1.4648 0.5192 -2.240 -1.464 -0.226 0.161
H -0.4601 0.4223 2.7911 -0.973 -1.262 -2.304 0.124
H -1.6317 -0.9339 2.0126 1.528 1.767 -0.473 0.085
H 0.4542 -2.1223 2.4498 0.427 2.013 -1.709 0.093
H 1.5333 -0.6076 1.9374 -1.584 -1.454 -0.826 0.074
H 0.6335 -1.7418 0.5936 0.042 1.127 2.026 0.086
H -2.6993 4.0609 -1.1022 1.697 -0.861 1.810 0.165
H -0.9552 3.3673 -1.0131 -1.266 0.512 1.431 0.130
H 0.6619 4.5330 -0.1692 -1.638 0.945 0.780 0.107
H 0.1287 6.3385 -0.1020 -0.422 -2.387 0.992 0.155
H 0.0986 4.7167 2.7205 0.777 1.130 -1.682 0.114
H 0.3655 6.5450 2.2478 0.683 -2.573 -0.517 0.152
H 1.7534 3.2130 1.1791 1.269 1.447 1.491 0.115
H 3.5133 3.8872 1.1978 -2.196 0.153 1.382 0.152
H 1.8308 3.1204 3.8824 2.003 0.143 -0.917 0.133
H 3.7815 3.4085 3.7625 -2.186 -0.159 -0.950 0.136
H 5.1917 1.8964 3.0477 -2.183 -1.299 0.608 0.136
H 4.2001 0.9545 4.4706 0.539 0.693 -2.364 0.138
H 4.2875 -1.2309 3.2244 0.754 2.074 -1.171 0.081
H 4.4262 -0.4184 1.5082 0.566 0.451 2.242 0.079
H 5.9144 -0.4307 2.6943 -2.525 0.467 -0.060 0.088
C -0.6116 -5.3219 5.0968 0.194 -0.046 0.112 -0.112
C -1.8621 -5.0336 5.9128 -0.100 -0.088 -0.037 -0.267
C -3.0435 -4.5678 5.0597 -0.155 0.015 0.055 -0.220
C -2.8256 -3.2487 4.3067 0.161 -0.057 0.000 -0.236
C -2.4732 -2.0472 5.1863 -0.103 -0.036 -0.115 -0.273
C -3.5722 -1.6851 6.1745 0.101 0.098 0.161 -0.103
H -0.2458 -4.4261 4.5869 0.009 -0.067 0.000 0.056
H 0.1902 -5.6813 5.7502 -0.060 0.036 -0.169 0.075
H -0.8067 -6.0928 4.3447 0.041 0.089 0.030 0.078
H -1.6331 -4.2960 6.6890 -0.059 -0.025 -0.036 0.101
H -2.1535 -5.9505 6.4389 -0.008 0.158 -0.031 0.110
H -3.9278 -4.4795 5.7016 0.063 0.018 -0.093 0.105
H -3.2832 -5.3486 4.3262 0.040 0.074 0.085 0.113
H -3.7374 -3.0202 3.7406 0.000 -0.001 0.047 0.076
H -2.0348 -3.3819 3.5592 -0.013 -0.042 0.003 0.091
H -2.2922 -1.1823 4.5355 0.081 -0.005 0.019 0.080
H -1.5377 -2.2258 5.7259 -0.034 -0.021 -0.081 0.105
H -4.5052 -1.4546 5.6509 0.005 -0.049 0.075 0.069
H -3.2806 -0.8047 6.7542 -0.121 -0.080 -0.016 0.075
H -3.7634 -2.4984 6.8805 -0.025 0.109 -0.090 0.074
C 3.4854 -3.8005 -4.9914 -0.087 -0.178 0.126 -0.118
C 4.1949 -2.7732 -4.1230 0.004 0.124 -0.063 -0.276
C 5.1870 -1.9082 -4.9026 0.119 0.075 0.095 -0.230
C 6.3565 -2.6695 -5.5409 -0.095 -0.078 -0.096 -0.224
C 7.2156 -3.4789 -4.5672 0.094 0.051 -0.163 -0.272
C 7.9128 -2.6175 -3.5244 0.048 -0.089 0.143 -0.115
H 4.1884 -4.5152 -5.4286 -0.107 0.078 0.005 0.071
H 2.7662 -4.3683 -4.3919 0.043 0.004 -0.140 0.072
H 2.9382 -3.3122 -5.8038 0.061 -0.065 -0.013 0.069
H 4.6957 -3.2780 -3.2903 0.016 0.059 -0.052 0.102
H 3.4403 -2.1169 -3.6733 0.081 -0.004 0.037 0.083
H 5.5784 -1.1324 -4.2343 -0.003 -0.044 -0.060 0.101
H 4.6479 -1.3749 -5.6964 0.020 -0.054 0.048 0.097
H 6.9955 -1.9456 -6.0623 -0.050 -0.077 0.061 0.112
H 5.9732 -3.3432 -6.3162 0.014 0.083 0.053 0.103
H 7.9806 -4.0151 -5.1430 -0.160 0.029 0.064 0.108
H 6.6142 -4.2456 -4.0683 -0.010 0.021 -0.058 0.099
H 8.5586 -1.8745 -4.0029 -0.072 -0.031 0.076 0.077
H 8.5342 -3.2419 -2.8763 -0.018 0.140 -0.022 0.072
H 7.1937 -2.0927 -2.8888 0.084 -0.002 -0.035 0.063
```
Positions in Å, forces in eV/Å.

- HOMO-LUMO gap (eV) = 7.51
- LUMO energy (eV) = -3.4
- HOMO level (hartree) = -0.4019
- charge = +1

---

Entry 2:
ORCA calculation (wB97M-V/def2-TZVPD) on a cluster of 2 separate species, C3H8NO in total in a non-equilibrium geometry.

Geometry as XYZ:
```
13
Properties=species:S:1:pos:R:3:forces:R:3:lowdin_spin:R:1
C 0.4150 0.9887 1.3832 1.754 0.595 -1.428 0.130
C 1.1968 -0.2666 1.0188 -3.314 -1.171 0.878 0.100
C -1.1589 -0.8251 -1.1893 2.023 -4.327 4.085 0.624
N 0.3825 0.4347 -0.0070 1.060 -0.522 6.043 0.671
O -1.8944 -0.1517 -1.9252 -3.268 3.860 -5.306 0.317
H -0.4120 0.9779 2.0304 -1.219 -0.571 0.411 0.012
H 1.0492 1.8734 1.4966 -0.642 0.134 -0.342 0.011
H 2.2383 -0.0821 0.9113 0.791 -0.834 -0.256 0.008
H 0.7138 -1.2118 1.5267 1.312 1.765 -1.323 0.022
H -0.2654 -1.3306 -1.4441 0.718 -0.394 -0.936 0.045
H -1.6589 -1.1267 -0.3000 -0.135 -0.315 0.857 0.038
H 0.9629 0.8233 -0.6568 1.300 1.664 -3.013 0.020
H -1.5690 -0.1034 -2.8444 -0.380 0.115 0.330 0.001
```
Positions in Å, forces in eV/Å.

- HOMO-LUMO gap (alpha / beta) (eV) = 7.00 / 7.02
- energy relative to the best compared isomer or geometry (same formula, charge and spin) (eV) = 2.253
- spin multiplicity = 3
- LUMO energy (alpha / beta) (eV) = -3.3 / -9.1
- HOMO level (alpha / beta) (hartree) = -0.3794 / -0.5915
- charge = +1

---

Entry 3:
ORCA calculation (wB97M-V/def2-TZVPD) on the ion C4H10N4 with charge +2 in a non-equilibrium geometry.

Geometry as XYZ:
```
18
Properties=species:S:1:pos:R:3:forces:R:3:lowdin_charge:R:1
N 2.1765 -0.3552 0.3874 0.321 -0.775 0.318 0.257
C 1.1231 -0.0031 -0.1353 -1.858 0.521 -0.162 -0.273
C 0.0984 -0.8510 -0.8557 -0.617 2.131 -3.287 -0.190
N 0.1724 -2.2753 -0.7431 -5.144 -1.254 2.064 0.267
C -1.0144 0.0729 -0.2019 -0.290 -0.815 -0.998 -0.275
N -2.2249 -0.1595 -0.1195 -1.343 0.196 0.057 0.235
C 0.0583 1.1458 -0.0369 0.641 1.414 -1.496 -0.104
N -0.0347 2.0276 1.1922 -0.125 -3.843 -1.040 0.307
H 2.5308 0.2988 1.0555 0.988 0.587 0.342 0.093
H 0.1218 -0.6715 -1.9996 -0.151 0.342 1.718 0.217
H -0.4455 -2.5221 0.1169 1.896 -0.176 -1.090 0.241
H 1.1055 -2.4890 -0.7050 3.301 -1.442 0.914 0.133
H -0.2604 -2.8841 -1.4666 0.205 0.903 -0.177 0.213
H -3.1045 0.4027 0.1173 2.184 -0.561 -0.002 0.155
H 0.0721 1.7578 -1.0162 0.082 -0.567 1.665 0.215
H 0.2666 1.3941 1.9389 0.183 0.885 0.606 0.196
H -0.9944 2.1955 1.3007 -2.201 0.300 0.631 0.154
H 0.3533 2.9155 1.1711 1.928 2.153 -0.062 0.159
```
Positions in Å, forces in eV/Å.

- SMILES string = N=C1[C@H]([NH3+])C(=N)[C@@H]1[NH3+]
- HOMO-LUMO gap (eV) = 9.96
- energy relative to the best compared isomer or geometry (same formula, charge and spin) (eV) = 2.982
- LUMO energy (eV) = -8.3
- HOMO level (hartree) = -0.6713
- charge = +2

---

Entry 4:
ORCA calculation (wB97M-V/def2-TZVPD) on a structure of composition C21H25BrLaN5O3S in a non-equilibrium geometry.

Geometry as XYZ:
```
57
Properties=species:S:1:pos:R:3:forces:R:3:lowdin_charge:R:1
La 6.4383 11.1552 9.9656 0.102 0.754 -0.114 2.190
C 6.3731 15.9996 11.5929 0.567 1.019 -0.593 0.009
N 7.0402 14.9980 12.4033 -0.225 0.729 0.299 -0.102
C 7.9153 15.5635 13.4276 0.768 -0.214 0.347 0.007
C 6.9289 13.7353 12.1224 -0.273 -1.768 -0.337 -0.383
O 6.2466 13.2647 11.1548 0.143 0.789 0.376 -0.190
C 7.5920 12.6624 13.0132 -0.713 0.479 0.519 -0.073
O 7.1226 11.4104 12.5034 0.271 -0.078 0.641 -0.276
C 7.2517 10.2946 13.3809 -0.462 -0.114 -0.387 -0.068
C 6.5929 9.1360 12.6236 -0.203 -0.452 1.142 -0.391
O 6.2575 9.2383 11.4122 0.144 0.175 0.089 -0.198
N 6.3108 8.0613 13.3284 -0.091 -0.723 -0.635 -0.106
C 6.7286 7.7628 14.7126 -0.251 -0.182 -0.363 0.008
C 5.5692 6.9404 12.6774 0.644 0.456 1.135 0.028
H 7.1667 16.5868 11.0812 -0.554 -0.288 0.202 0.117
H 5.7445 15.5399 10.8527 -0.200 -0.203 -0.209 0.078
H 5.7843 16.6991 12.1977 0.170 -0.340 0.111 0.117
H 8.6252 16.2483 12.9416 -0.250 -0.198 0.036 0.112
H 7.3753 16.1425 14.1997 0.005 -0.517 -0.450 0.119
H 8.5229 14.7670 13.8816 -0.320 0.402 0.031 0.095
H 8.6739 12.7295 12.9746 0.279 -0.094 -0.133 0.135
H 7.2648 12.8108 14.0718 0.165 -0.219 -0.707 0.161
H 8.3013 10.0401 13.5850 -0.139 0.226 0.064 0.159
H 6.6818 10.4430 14.3278 0.523 0.122 -0.536 0.161
H 7.6249 8.3015 15.0053 0.076 -0.113 -0.076 0.095
H 5.9082 8.0372 15.3626 -0.120 0.026 0.359 0.107
H 6.8763 6.6673 14.7902 0.141 0.753 -0.042 0.118
H 5.0358 7.3221 11.8346 -0.538 0.102 -0.287 0.075
H 6.3137 6.2356 12.3341 0.006 -0.439 -0.035 0.108
H 4.9269 6.5030 13.4605 0.166 0.104 -0.640 0.116
Br 5.8169 18.6709 7.9571 0.163 -0.291 0.032 0.797
C 5.7547 16.7793 7.9527 -0.621 0.138 0.187 -0.681
C 4.5115 16.1637 7.8009 -0.009 0.169 -0.227 -0.109
C 4.4302 14.7891 7.7596 1.343 -0.783 -0.266 -0.013
C 5.6099 14.0083 7.8769 -1.156 0.427 0.323 -0.268
C 6.8126 14.6389 8.1383 0.192 -1.451 -0.195 -0.043
C 6.8837 16.0102 8.1462 0.589 0.509 -0.006 -0.126
N 5.5141 12.5626 7.8570 0.180 1.028 0.199 -0.019
C 5.0176 12.0244 6.8228 -0.108 -0.473 -0.309 -0.055
C 4.8202 10.5566 6.7950 0.573 -0.639 0.515 -0.229
C 4.2313 9.9403 5.7050 0.517 -0.570 1.370 0.025
C 4.1592 8.5554 5.7013 0.235 0.462 1.050 0.016
C 4.6779 7.8364 6.7747 -0.993 -1.308 -1.692 -0.019
C 5.2124 8.5053 7.8138 0.494 1.139 1.530 -0.136
N 5.2884 9.8348 7.8613 -0.050 1.119 -0.644 -0.026
H 3.6085 16.7471 7.6577 0.163 0.053 0.088 0.115
H 3.5001 14.2965 7.5680 -0.502 -0.141 0.068 0.112
H 7.6989 14.0033 8.2712 -0.201 0.545 -0.031 0.099
H 7.8544 16.4576 8.2883 0.052 0.251 0.016 0.117
H 4.7810 12.5898 5.9026 -0.077 -0.156 0.535 0.164
H 3.7796 10.5241 4.9611 -0.380 0.652 -1.111 0.116
H 3.6238 8.0890 4.9280 -0.379 -0.774 -0.956 0.115
H 4.5901 6.7494 6.8075 0.101 0.339 -0.073 0.134
H 5.5546 8.0127 8.7162 0.087 -0.277 -0.117 0.113
S 10.3521 14.0222 10.1925 -0.552 -0.202 0.231 0.660
C 9.3501 12.7874 10.0248 0.861 0.209 -0.399 -1.003
N 8.6784 11.8297 9.8109 -0.353 -0.168 0.074 -0.184
```
Positions in Å, forces in eV/Å.

- HOMO-LUMO gap (eV) = 7.14
- LUMO energy (eV) = -6.3
- HOMO level (hartree) = -0.4958
- charge = +2

---

Entry 5:
ORCA calculation (wB97M-V/def2-TZVPD) on an isolated molecule of CH3PS in a non-equilibrium geometry.

Geometry as XYZ:
```
6
Properties=species:S:1:pos:R:3:forces:R:3:lowdin_charge:R:1
C -0.5463 0.1623 0.2242 -0.083 0.294 0.009 -0.845
P 0.5238 -0.4438 -1.1501 0.506 -1.432 1.626 0.500
S 0.6940 1.4066 -0.2234 0.026 0.225 0.267 0.387
H -1.5760 0.4570 0.0547 0.111 -0.060 -0.233 0.014
H -0.3824 -0.2943 1.1952 -0.011 0.019 -0.115 0.013
H 1.2868 -1.2878 -0.1006 -0.549 0.953 -1.555 -0.069
```
Positions in Å, forces in eV/Å.

- SMILES string = C1PS1
- HOMO-LUMO gap (eV) = 9.72
- energy relative to the best compared isomer or geometry (same formula, charge and spin) (eV) = 0.090
- LUMO energy (eV) = 0.7
- HOMO level (hartree) = -0.3316
- charge = 0